[1]
DFT (ωB97M-V/def2-TZVPD) results for a molecular structure, C3HO3Tm.

The net charge is +1. As for the multiplicity: 4. Its expectation value of S² is 3.759. For the orbital gap (spin up / spin down), the calculation gives 4.48 / 5.18 eV.

Each line ends with the Löwdin spin population.
Element x y z (Å)
C (-1.312281, 0.652456, -0.203195)  0.349
C (-0.149931, 0.269190, -0.156596)  0.473
O (-2.590286, 0.887710, -0.033625)  0.175
H (-3.027811, 1.107248, -0.866679)  -0.001
O (0.356750, -1.786161, 0.605665)  0.019
C (1.616331, -1.803982, 0.650361)  0.049
O (2.427839, -0.926920, 0.669130)  0.112
Tm (2.679392, 1.600461, -0.665062)  1.824

Force components x, y, z for each atom (eV/Å):
C -5.767 0.448 0.357
C 3.998 0.376 -0.197
O 2.415 -0.127 0.019
H -0.169 0.042 -0.352
O 5.531 -3.387 0.204
C -6.813 6.075 -0.065
O 1.288 -2.882 -0.207
Tm -0.484 -0.545 0.241


[2]
DFT (ωB97M-V/def2-TZVPD) results for a gas-phase ion, C3HO4 (charge -1).

The net charge is -1. As for the multiplicity: 1. For the orbital gap (spin up / spin down), the calculation gives 7.62 / 7.62 eV.

Each line ends with the Löwdin charge.
Element x y z (Å)
C (0.270212, -1.551109, -0.490741)  0.006
C (0.352485, 0.813818, -1.047615)  -0.333
C (-0.618266, 0.242875, 0.967947)  -0.632
O (0.427357, 1.597441, -1.966861)  -0.021
O (-1.209832, 0.464751, 1.992475)  0.084
O (-0.375492, -1.013478, 0.614201)  -0.155
O (-0.259289, 1.230380, 0.120103)  0.063
H (1.412825, -1.784678, -0.189509)  -0.014

Force components x, y, z for each atom (eV/Å):
C 1.513 1.651 -1.184
C 0.872 -2.169 -1.998
C -0.268 -0.491 0.142
O -0.003 -0.422 1.170
O 0.024 0.433 0.135
O 0.230 -0.012 0.900
O -0.564 0.070 0.906
H -1.804 0.941 -0.070


[3]
DFT (ωB97M-V/def2-TZVPD) results for a gas-phase ion, C3HO4 (charge -1).

The net charge is -1. As for the SMILES: O=C=COC(=O)[O-]. As for the multiplicity: 1. For the orbital gap, the calculation gives 7.46 eV.

Each line ends with the Löwdin charge.
Element x y z (Å)
O (-2.508933, 1.846412, -0.081853)  0.080
C (-1.569585, 1.159465, -0.216867)  -0.183
C (-0.819985, 0.087217, -0.504335)  -0.205
O (0.490534, -0.335095, -0.432518)  -0.125
C (1.713936, -0.641225, 0.608430)  -0.693
O (1.534230, -0.281793, 1.740302)  0.018
O (2.565913, -1.237841, -0.017511)  0.005
H (-1.406111, -0.597140, -1.095646)  0.104

Force components x, y, z for each atom (eV/Å):
O -0.275 1.043 0.424
C 0.889 -2.143 -0.632
C 1.506 0.184 1.039
O -0.584 0.691 -0.814
C 0.151 -0.722 -0.103
O -0.625 0.635 0.536
O -0.501 0.416 -0.253
H -0.561 -0.105 -0.198


What did we get for E_tot? Answer: -38783.737, -11314.499, -11316.767 eV, in the order shown.
What did we get for energy above the lowest of the compared OMol25 structures with the same formula, charge and spin? Answer: 63.7, 83.3, 31.0 kcal per mole, in the order shown.